# 1
Density functional theory data (ωB97M-V/def2-TZVPD) for an isolated molecule of C7H10N2.

Geometry (Å):
C -1.656032 -3.096077 0.832623
C -1.125744 -1.995491 0.908597
C -0.669807 -0.587972 0.954965
N -1.062351 0.111095 -0.326942
C -0.015640 1.136147 -0.741479
C 0.766504 0.726517 -2.023737
C 0.693567 1.156071 0.573661
N 1.918561 0.664486 1.212677
C 0.839833 -0.322032 0.867487
H -2.220164 -4.054309 0.713104
H -1.093344 -0.090187 1.827428
H -1.993557 0.601177 -0.110493
H -0.533103 2.038118 -1.016344
H 0.105436 0.325121 -2.851299
H 1.597816 -0.040204 -1.805337
H 1.240089 1.637006 -2.455561
H 0.015433 1.625615 1.286905
H 1.943005 0.994242 2.182752
H 1.249497 -0.829322 -0.029007

Force components x, y, z for each atom (eV/Å):
C 0.1048 0.8084 -0.0764
C -1.1154 -1.7764 -0.1539
C 0.6117 -0.3097 0.1752
N -2.4927 1.0423 0.1773
C 0.2230 -1.2438 -1.3664
C 0.7078 -0.5909 -0.2330
C 0.8542 -0.1149 0.7594
N -0.7101 -0.0216 0.2113
C 0.6449 0.3554 -1.1495
H 1.1067 1.5268 0.2672
H -0.1291 -0.1702 0.1145
H 1.8034 -0.9708 -0.7805
H -0.2774 0.6081 0.2828
H 0.5392 0.2954 1.2571
H -1.3062 1.1523 -0.4278
H -0.1086 -0.5647 0.3950
H 0.1638 0.0239 0.1101
H -0.1304 -0.0675 -0.3621
H -0.4895 0.0179 0.7997

Summary:
- multiplicity = 1
- SMILES string = C#C[C@@H]1N[C@H](C)[C@@H]2N[C@H]21
- orbital gap (eV) = 9.58



# 2
Density functional theory data (ωB97M-V/def2-TZVPD) for an isolated molecule of C7H10N2O.

Geometry (Å):
C 2.957572 1.665086 -0.022751
C 4.127256 1.279778 0.783914
C 2.096002 0.999910 -0.563141
C -1.733041 0.104961 1.029596
C 0.527535 -1.520614 -0.838186
C -0.262628 0.322241 0.736557
C 0.023679 -0.077471 -0.667488
N 4.329422 0.090283 0.687516
N 4.166371 -1.049661 0.308911
O 1.083636 0.749979 -1.307900
H 4.726477 -1.426216 -0.400798
H -2.069743 -0.958104 1.148275
H -2.394098 0.591946 0.302379
H -1.941851 0.618946 1.922994
H 1.089567 -1.489029 -1.704306
H 1.085648 -1.743820 0.053776
H -0.328505 -2.243471 -0.950860
H 0.405835 -0.282250 1.370290
H 0.010981 1.338125 0.792688
H -0.901924 0.211430 -1.191378

Force components x, y, z for each atom (eV/Å):
C 2.1234 -0.5174 1.8022
C -0.1306 -0.2595 0.2097
C -1.4567 0.9474 -1.4829
C -0.4913 -0.7459 -0.2078
C -3.0819 0.3371 1.1602
C 0.3176 -1.5825 -0.1077
C -0.1505 -0.4137 -1.0139
N -0.3488 1.5652 -1.9192
N -1.2444 -1.3047 2.9033
O -0.6296 -0.2675 0.2427
H 1.5059 0.1315 -1.4637
H 0.5438 0.8580 -0.2033
H 0.2934 -0.1960 -0.1882
H -0.4691 0.3793 1.4656
H 1.3200 -0.5648 -1.6873
H 0.5351 -0.4378 0.0809
H 0.8830 0.6422 0.1738
H -0.3752 0.4927 0.3052
H 0.1179 1.3960 0.5797
H 0.7381 -0.4596 -0.6492

Summary:
- multiplicity = 1
- orbital gap (spin up / spin down) (eV) = 8.66 / 8.66



# 3
Density functional theory data (ωB97M-V/def2-TZVPD) for a cluster of 2 separate species, C7H10N2O in total.

Geometry (Å):
C -2.112434 1.569107 0.365663
C -0.904661 0.704884 0.227341
C 0.395942 1.019347 0.658036
C 1.186468 -0.091339 0.460045
N 0.383013 -1.077960 -0.043474
C -0.882159 -0.610785 -0.199253
C -2.001419 -1.497856 -0.614876
H -2.687001 1.610479 -0.560126
H -2.769367 1.179122 1.145736
H -1.823816 2.581661 0.638425
H 0.726392 1.967101 1.039875
H 2.103610 -0.346080 1.031642
H 0.692647 -2.001296 -0.297611
H -2.635852 -1.731915 0.242753
H -1.623901 -2.432062 -1.027401
H -2.627660 -1.015029 -1.364234
N 3.824274 -0.205162 0.280925
C 3.193793 0.157308 -0.702314
O 2.763155 0.328887 -1.773402
H 4.798976 -0.108411 0.492251

Force components x, y, z for each atom (eV/Å):
C -0.0682 -0.1116 -0.1575
C -0.1877 -0.2133 -0.0542
C 0.1666 -0.2025 -0.3287
C 0.0273 -0.4034 2.1906
N 0.0499 -0.0675 0.0734
C -0.2712 0.1855 0.0382
C -0.0269 0.1418 -0.0996
H -0.0736 0.0749 -0.0207
H -0.0859 0.0833 0.0208
H -0.0507 0.0629 -0.0036
H 0.0508 0.1074 0.2242
H -1.4782 0.2105 -0.8500
H -0.0660 0.0770 0.0902
H -0.0322 -0.0650 -0.0201
H -0.0526 -0.0539 -0.0497
H -0.0438 -0.0475 -0.0591
N 0.0583 0.3245 0.0902
C 2.1878 -0.7469 -1.0777
O -0.2675 0.4050 0.4542
H 0.1637 0.2388 -0.4610

Summary:
- multiplicity = 1
- SMILES string = Cc1cc[nH]c1C.N=C=O
- orbital gap (eV) = 8.54



# 4
Density functional theory data (ωB97M-V/def2-TZVPD) for an isolated molecule of C7H10N2O.

Geometry (Å):
C -0.332444 0.893567 -1.792310
C 0.087257 1.184168 -0.475914
C -1.021002 -0.399073 -2.058359
C -0.640543 -3.924222 -1.314905
C -1.177700 -2.653823 -1.406953
C 0.519890 2.591627 -0.155792
C 0.373231 0.458102 1.806826
N -0.036748 0.206399 0.418843
N -0.466055 -1.525141 -1.706717
O -1.967467 -0.291185 -2.820872
H -0.163047 1.530386 -2.602919
H -1.304861 -4.687151 -1.031908
H 0.387407 -4.082748 -1.752302
H -2.257470 -2.595237 -1.305315
H 0.175970 3.266422 -1.050471
H 1.554789 2.844612 0.148985
H -0.100055 3.029852 0.554717
H 0.632261 1.503121 1.984564
H -0.346041 0.115163 2.509926
H 1.245275 -0.097228 1.902839

Force components x, y, z for each atom (eV/Å):
C 0.4746 -1.4862 2.4720
C 0.0377 -0.6178 0.5657
C -0.7816 3.4621 -1.7301
C 1.8105 1.9088 -1.5026
C 0.5644 1.2959 -0.5668
C 0.0887 1.6196 -2.8078
C -0.5005 1.4112 -1.9895
N -0.3167 1.0088 -0.0925
N 0.7207 -5.1421 1.3618
O -0.9267 -0.6289 -0.2778
H -0.0685 0.9370 -1.0057
H -0.3551 -1.1288 0.2389
H -1.1950 -0.0971 1.0404
H -0.0892 0.4289 0.3859
H 1.2637 -1.2452 1.2230
H -0.4426 -0.6116 -0.4673
H -1.1398 0.3751 1.8567
H -0.1424 0.0346 0.2326
H -0.7406 -0.3436 0.4408
H 1.7384 -1.1807 0.6223

Summary:
- multiplicity = 1
- orbital gap (spin up / spin down) (eV) = 8.27 / 6.64



# 5
Density functional theory data (ωB97M-V/def2-TZVPD) for a cluster of 2 separate species, C7H10N2O2 in total.

Geometry (Å):
C -2.881144 -1.344906 0.364785
C -1.508379 -1.089961 0.300199
C -2.720800 0.760279 -0.035592
C -0.369050 1.231545 -0.099462
C 1.453992 -0.344025 -1.355704
C 1.834975 -0.239539 1.181318
C 1.570234 0.489284 -0.064478
N -3.621287 -0.200679 0.117029
N -1.427491 0.304284 0.013522
O -0.447990 2.405049 -0.279557
O 2.313917 1.597813 -0.278366
H -3.254160 -2.440093 0.525225
H -0.759276 -1.677734 0.594382
H -3.008439 1.687908 -0.461898
H 2.226824 -1.190227 -1.381391
H 1.668924 0.152060 -2.272462
H 0.415961 -0.893412 -1.398871
H 2.763875 -0.746983 0.952432
H 1.119528 -1.052202 1.204834
H 2.131942 0.493161 1.855057
H 2.497848 2.098384 0.518988

Force components x, y, z for each atom (eV/Å):
C 1.5671 -1.6129 -0.0427
C -4.6137 3.1321 -0.7717
C -1.3889 -2.0901 -0.7758
C 4.3418 -1.5134 0.5636
C -0.4314 -2.9593 1.1096
C 0.7318 -1.3662 -2.6196
C -3.9561 1.0241 -2.4468
N 1.0673 0.0075 0.2560
N -0.7170 0.1251 0.5141
O -0.9190 -0.2412 0.0204
O 0.5002 0.2468 -0.5798
H 0.2293 2.5886 -0.2330
H 2.9323 -1.9512 0.7081
H 0.2298 0.9170 0.2222
H -0.8311 0.9248 0.4005
H -0.3151 1.0008 -0.4692
H 2.0654 1.1641 -0.0990
H 0.6051 -0.4122 0.0502
H -0.3236 0.3388 1.4590
H -0.5987 0.6714 2.4723
H -0.1753 0.0053 0.2617

Summary:
- multiplicity = 1
- orbital gap (eV) = 9.18



# 6
Density functional theory data (ωB97M-V/def2-TZVPD) for a structure of composition C7H10N2O2.

Geometry (Å):
C -2.856200 -0.686231 1.627842
C -2.827176 0.409559 0.733968
C -1.914136 0.605260 -0.405523
C -0.142101 -0.905972 -1.465133
C 1.903013 -0.557948 0.079334
C 2.941361 0.412196 0.540093
C 2.864532 1.770298 0.689091
H -3.292830 -0.556602 2.674407
H -2.591725 -2.217031 1.283281
H -3.331479 1.632440 1.139858
H -1.741789 -1.475442 0.096747
H -0.157561 -0.733705 -2.649599
H 0.076391 -1.952662 -1.318998
H 0.312269 0.931449 -0.348539
H 3.777544 0.163018 1.176306
H 1.783734 2.077536 0.549073
H 3.949867 2.306768 1.102522
N -1.277995 -0.671762 -0.585843
N 1.098236 -0.219252 -0.970320
O -1.709335 1.740769 -0.928455
O 2.041603 -1.768475 0.477212

Force components x, y, z for each atom (eV/Å):
C -0.8698 -0.1575 -1.5964
C -1.5984 1.3777 4.6130
C 1.0036 -0.5339 -1.0210
C 1.6022 -1.0206 -0.3789
C 1.6637 -4.9578 1.0526
C 0.1523 2.9927 1.4953
C 0.7140 -1.3545 0.2683
H 0.4908 -0.5445 -1.7762
H -0.5724 4.6725 1.1141
H 1.6467 -4.2794 -1.1122
H 2.1207 2.7352 -2.6779
H -0.7169 0.1699 2.8846
H 0.0006 -0.6006 -0.3169
H 3.1269 -2.9988 -2.3995
H 0.3880 -1.8033 -0.8181
H 1.7990 1.3396 -0.1053
H -4.0776 -1.0772 -1.1541
N -1.7476 0.8812 0.0252
N -4.1944 5.6229 1.7173
O -0.0640 -3.8921 1.2468
O -0.8674 3.4286 -1.0606

Summary:
- multiplicity = 1
- orbital gap (eV) = 8.87



The calculation returns the following calculated total energy values, one per record and in order: -382.01230, -457.21866, -457.44898, -457.31794, -532.62505, -532.37495 Ha.
The calculation returns the following strongest force on any atom values, one per record and in order: 2.708, 3.418, 2.551, 5.368, 5.630, 7.222 eV/A.